A.
23
Properties=species:S:1:pos:R:3 method="wB97M-V/def2-TZVPD" homo_energy_ev="-11.24 / -11.24" charge=+1 orbital_gap_ha="0.25212 / 0.25199" e_lumo_ev="-4.379 / -4.383"
C -0.471 -2.478 0.000
C 0.904 -0.120 -0.150
C -1.223 -1.324 -0.016
C -0.468 -0.084 -0.129
C 1.563 -1.309 -0.044
C 1.768 1.071 -0.430
C 3.026 0.832 0.502
C -2.731 0.397 -0.064
N 4.770 -0.591 -0.334
N 3.737 -0.311 0.073
N 0.876 -2.435 -0.023
N -2.544 -1.029 -0.132
N -1.400 0.948 -0.164
H -1.081 -3.480 -0.031
H 2.044 0.985 -1.561
H 1.356 2.019 -0.041
H 3.628 1.799 0.724
H 2.623 0.595 1.483
H -3.295 0.617 -0.916
H -3.378 0.688 0.820
H 1.285 -3.291 -0.108
H -3.404 -1.644 -0.231
H -1.309 1.965 0.133

B.
23
Properties=species:S:1:pos:R:3 method="wB97M-V/def2-TZVPD" homo_energy_ev="-12.79 / -12.79" charge=+1 orbital_gap_ha="0.27037 / 0.27034" e_lumo_ev="-5.438 / -5.438"
C -0.573 0.297 2.598
C 0.474 0.422 3.492
C 1.540 -0.699 -0.202
C 2.067 -0.724 2.246
C 1.162 -0.630 0.996
C -0.242 -0.282 1.343
C -1.141 1.001 -2.737
C -1.305 -0.495 -0.859
N 1.659 -0.157 3.242
N -1.195 -0.249 0.511
N -1.836 0.752 -1.497
N 0.165 0.350 -2.483
N -0.110 -0.817 -1.647
H -1.460 0.803 2.705
H 0.545 0.986 4.390
H 2.436 -0.698 -0.798
H 3.135 -1.021 2.259
H -1.500 0.561 -3.616
H -0.965 2.069 -2.809
H -2.119 -1.256 -0.912
H -1.562 1.481 -0.791
H 0.842 0.042 -3.212
H -0.019 -1.738 -2.219

Energy comparison, zero being the most stable, in eV: A 0.000; B 2.625.

A.
18
Properties=species:S:1:pos:R:3 method="wB97M-V/def2-TZVPD" homo_energy_ev="-13.43 / -13.43" charge=+1 orbital_gap_ha="0.23937 / 0.23943" e_lumo_ev="-6.920 / -6.919"
C 0.109 -1.235 -0.074
C 1.459 -0.804 0.204
C -0.912 -0.436 -0.707
C -1.980 0.294 0.363
C 3.147 0.702 0.147
N -3.286 0.612 0.012
N 1.906 0.319 -0.268
H -0.016 -2.330 0.101
H 2.036 -1.404 0.902
H -0.197 0.426 -1.087
H -1.618 -0.801 -1.525
H -1.520 1.244 0.740
H -2.101 -0.369 1.272
H 3.009 1.779 0.290
H 3.618 0.183 1.069
H 3.757 0.704 -0.841
H -3.383 1.215 -0.721
H -4.027 -0.098 0.121

B.
18
Properties=species:S:1:pos:R:3 method="wB97M-V/def2-TZVPD" homo_energy_ev=-13.27 charge=+1 orbital_gap_ha=0.27422 e_lumo_ev=-5.809
C 1.276 2.716 -0.422
C 1.162 1.737 -1.256
C 0.980 0.795 -2.089
C -2.003 -1.200 0.113
C 0.400 -1.301 1.920
N -0.707 -0.595 0.026
N 0.350 -0.554 0.723
H 1.267 2.701 0.594
H 1.674 3.654 -0.702
H 0.161 0.510 -2.684
H -0.645 -0.008 -0.906
H 1.726 0.332 -2.633
H -2.549 -0.861 1.008
H -1.881 -2.243 0.088
H -2.602 -0.850 -0.691
H -0.450 -1.950 2.036
H 0.591 -0.838 2.910
H 1.250 -2.044 1.966

Energy comparison, zero being the most stable, in eV: A 0.000; B 1.140.

A.
18
Properties=species:S:1:pos:R:3 method="wB97M-V/def2-TZVPD" homo_energy_ev=-12.57 smiles="C=N/C=C/CC[NH3+]" charge=+1 orbital_gap_ha=0.33469 e_lumo_ev=-3.460
C -2.400 2.671 -0.529
N -2.056 1.581 -0.007
C -1.088 0.748 -0.558
C 0.153 0.618 -0.089
C 1.134 -0.378 -0.671
C 1.710 -1.274 0.426
N 0.559 -1.930 1.135
H -1.960 3.096 -1.429
H -3.185 3.257 -0.067
H -1.419 0.138 -1.397
H 0.481 1.218 0.748
H 1.957 0.161 -1.136
H 0.637 -0.988 -1.426
H 2.369 -2.011 -0.029
H 2.231 -0.690 1.180
H 0.764 -2.045 2.125
H 0.371 -2.858 0.744
H -0.259 -1.315 0.980

B.
18
Properties=species:S:1:pos:R:3 method="wB97M-V/def2-TZVPD" homo_energy_ev=-15.89 smiles="CC[C@H](C)[N+]1=NC1" charge=+1 orbital_gap_ha=0.35121 e_lumo_ev=-6.329
C 2.025 -0.480 -0.879
C 0.536 -0.713 -0.652
C -0.082 0.609 -0.110
C 0.363 1.005 1.240
N -1.524 0.400 -0.164
N -2.246 -0.142 -1.006
C -2.680 -0.276 0.420
H 2.400 0.406 -1.429
H 2.476 -0.616 0.022
H 2.527 -1.271 -1.487
H 0.266 -1.500 0.048
H 0.042 -1.243 -1.562
H 0.107 1.318 -0.854
H 0.306 0.185 1.974
H -0.029 1.992 1.593
H 1.448 1.162 1.156
H -3.479 0.396 0.836
H -2.456 -1.233 0.856

C.
18
Properties=species:S:1:pos:R:3 method="wB97M-V/def2-TZVPD" homo_energy_ev=-13.77 smiles="CN1C=C[N+]1(C)C" charge=+1 orbital_gap_ha=0.40072 e_lumo_ev=-2.866
C 1.887 0.886 0.133
N 0.952 -0.182 0.498
C 1.197 -1.521 0.147
C -0.077 -1.758 -0.208
N -0.402 -0.345 -0.036
C -1.462 -0.369 1.007
C -0.772 0.403 -1.244
H 1.338 1.724 0.610
H 2.753 0.588 0.704
H 2.117 1.053 -0.873
H 2.003 -2.225 0.288
H -0.765 -2.511 -0.622
H -1.557 0.602 1.436
H -2.324 -0.582 0.469
H -1.161 -1.065 1.685
H -0.538 1.463 -1.297
H -0.462 -0.040 -2.288
H -1.868 0.358 -1.306

Energy comparison, zero being the most stable, in eV: A 0.000; B 3.084; C 2.731.

A.
18
Properties=species:S:1:pos:R:3 method="wB97M-V/def2-TZVPD" homo_energy_ev=-13.48 charge=+1 orbital_gap_ha=0.34237 e_lumo_ev=-4.164
C 2.474 0.842 -0.259
C -2.218 0.003 -0.820
C -2.296 -0.355 0.614
C 1.580 -1.405 0.102
C -0.400 1.346 0.393
N -1.422 0.619 0.110
N 1.637 0.013 0.163
H 2.322 1.845 -0.235
H 3.404 0.426 -0.498
H -1.747 -0.674 -1.578
H -3.021 0.582 -1.255
H -3.149 -0.028 1.220
H -1.937 -1.388 0.681
H 2.509 -1.956 -0.372
H 0.715 -1.587 -0.460
H 1.738 -1.673 1.161
H 0.124 1.845 -0.357
H -0.312 1.543 1.389

B.
18
Properties=species:S:1:pos:R:3 method="wB97M-V/def2-TZVPD" homo_energy_ev=-13.89 smiles=C#C[C@@H](NC)[NH2+]C charge=+1 orbital_gap_ha=0.39109 e_lumo_ev=-3.252
C -1.823 2.716 -1.128
C -1.024 1.911 -0.737
C -0.251 0.961 -0.092
N -0.623 0.087 0.973
C 0.212 -0.089 2.188
N 0.414 -0.003 -1.378
C 0.398 -1.560 -1.201
H -2.379 3.489 -1.596
H 0.690 1.398 0.208
H -1.530 -0.323 1.122
H 0.024 0.720 2.880
H -0.061 -1.001 2.628
H 1.237 -0.310 1.898
H 1.368 0.107 -1.781
H -0.373 0.107 -2.108
H -0.573 -1.741 -0.811
H 0.565 -1.972 -2.199
H 0.970 -1.856 -0.425

Energy comparison, zero being the most stable, in eV: A 0.577; B 0.000.

A.
20
Properties=species:S:1:pos:R:3 method="wB97M-V/def2-TZVPD" homo_energy_ev=-9.96 smiles="CC(N)=O.CCC" charge=0 orbital_gap_ha=0.39616 e_lumo_ev=0.821
C 0.065 -1.556 1.641
C 0.095 -0.055 1.807
N -0.793 0.445 2.741
O 0.925 0.663 1.293
H 0.679 -1.993 2.443
H 0.484 -1.853 0.693
H -0.946 -1.959 1.709
H -1.015 1.425 2.669
H -1.586 -0.130 2.989
C -1.073 0.863 -1.769
C 0.120 -0.098 -1.846
C 0.908 -0.166 -3.163
H -1.540 1.036 -2.735
H -0.770 1.826 -1.356
H -1.810 0.492 -1.053
H 0.753 0.146 -1.004
H -0.225 -1.109 -1.625
H 0.399 -0.825 -3.863
H 1.073 0.819 -3.601
H 1.883 -0.608 -2.946

B.
20
Properties=species:S:1:pos:R:3 method="wB97M-V/def2-TZVPD" homo_energy_ev=-9.12 smiles=CC[C@@H](C)NCO charge=0 orbital_gap_ha=0.37205 e_lumo_ev=1.006
C -2.686 -0.223 1.349
C -1.276 0.399 1.232
C -0.434 -0.307 0.173
C -0.797 0.189 -1.229
N 1.004 -0.084 0.501
C 1.973 -0.504 -0.442
O 2.381 0.474 -1.426
H -2.634 -1.241 1.736
H -3.311 0.422 1.951
H -3.121 -0.305 0.349
H -1.436 1.431 0.930
H -0.825 0.372 2.218
H -0.604 -1.389 0.254
H -0.235 -0.385 -1.974
H -1.855 0.051 -1.450
H -0.492 1.223 -1.358
H 1.087 0.879 0.804
H 1.587 -1.364 -0.989
H 2.899 -0.834 0.040
H 1.890 1.282 -1.263

C.
20
Properties=species:S:1:pos:R:3 method="wB97M-V/def2-TZVPD" homo_energy_ev=-7.86 smiles=C[C@@H](CO)N(C)C charge=0 orbital_gap_ha=0.32161 e_lumo_ev=0.890
C 0.254 -1.712 0.125
C 0.653 -0.195 -0.229
C 0.952 0.386 -1.591
O 2.361 -0.049 -2.000
N -0.380 0.675 0.424
C -0.561 0.651 1.906
C -1.563 0.931 -0.298
H 0.273 -1.888 1.280
H -0.805 -1.797 -0.272
H 0.900 -2.463 -0.348
H 1.517 -0.070 0.490
H 0.073 0.090 -2.279
H 1.066 1.410 -1.532
H 2.637 -0.648 -1.301
H 0.352 0.769 2.532
H -1.136 1.453 2.248
H -1.078 -0.296 2.139
H -1.876 -0.116 -0.506
H -1.353 1.576 -1.173
H -2.286 1.291 0.384

D.
20
Properties=species:S:1:pos:R:3 method="wB97M-V/def2-TZVPD" homo_energy_ev=-9.35 smiles=C[C@@H]1CCCN1.O charge=0 orbital_gap_ha=0.37761 e_lumo_ev=0.923
C 1.586 1.403 0.402
C 1.063 -0.027 0.415
C 0.811 -0.688 -0.946
C -0.613 -1.289 -0.917
C -1.058 -1.150 0.526
N -0.290 -0.029 1.085
H 2.658 1.478 0.259
H 1.354 1.849 1.369
H 1.144 1.972 -0.409
H 1.718 -0.620 1.041
H 0.947 0.103 -1.697
H 1.604 -1.393 -1.148
H -1.203 -0.686 -1.609
H -0.618 -2.304 -1.294
H -0.850 -2.082 1.055
H -2.109 -0.959 0.630
H -0.136 -0.173 2.074
O -1.941 1.909 -0.358
H -1.386 1.319 0.203
H -2.682 1.368 -0.679

Energy comparison, zero being the most stable, in eV: A 0.000; B 0.814; C 2.879; D 0.430.

A.
18
Properties=species:S:1:pos:R:3 method="wB97M-V/def2-TZVPD" homo_energy_ev=-8.56 smiles="C#[N+][O-].CN=C(C)C" charge=0 orbital_gap_ha=0.35108 e_lumo_ev=0.991
C 3.983 0.137 -0.274
N 3.120 0.481 0.432
O 2.254 0.647 1.221
H 4.815 0.393 -0.818
C 0.640 -1.790 -0.144
N 0.452 -0.462 -0.455
C -0.422 0.361 -0.107
C -0.324 1.760 -0.812
C -1.636 0.231 0.768
H -0.281 -2.409 0.266
H 0.918 -2.444 -0.992
H 1.288 -2.006 0.634
H 0.493 1.837 -1.523
H -0.376 2.504 -0.024
H -1.204 2.058 -1.306
H -2.541 0.281 0.122
H -1.736 1.131 1.412
H -1.799 -0.599 1.396

B.
18
Properties=species:S:1:pos:R:3 method="wB97M-V/def2-TZVPD" homo_energy_ev=-8.94 smiles="C=C(C)/C(=N/C)ON" charge=0 orbital_gap_ha=0.36107 e_lumo_ev=0.886
C 0.224 2.287 0.106
C -0.012 1.109 -0.553
C -0.681 1.039 -1.875
C 0.255 -0.473 0.095
N 0.992 -1.312 -0.470
C 1.139 -2.647 0.134
O -0.095 -0.714 1.348
N -0.660 0.325 2.196
H -0.167 3.144 -0.453
H 0.657 2.382 1.072
H -0.121 0.453 -2.652
H -0.882 1.922 -2.423
H -1.692 0.585 -1.776
H 1.702 -2.634 1.068
H 1.520 -3.365 -0.680
H 0.195 -2.996 0.403
H -1.211 -0.240 2.769
H -1.163 1.136 1.691

C.
18
Properties=species:S:1:pos:R:3 method="wB97M-V/def2-TZVPD" homo_energy_ev=-8.93 smiles="[H]/N=C(/C)C(N)=O.C=C" charge=0 orbital_gap_ha=0.33475 e_lumo_ev=0.174
H -1.246 0.911 1.055
N -0.568 0.360 1.754
C 0.357 -0.172 1.137
C 1.308 -1.183 1.685
C 0.758 0.367 -0.412
N 1.391 -0.599 -1.167
O 1.171 1.519 -0.407
H 2.331 -0.833 1.539
H 1.202 -2.128 1.155
H 1.106 -1.339 2.742
H 1.002 -1.522 -1.252
H 1.980 -0.267 -1.916
C -1.292 0.469 -1.337
C -2.091 1.137 -0.444
H -0.854 1.006 -2.166
H -1.486 -0.581 -1.516
H -2.142 2.217 -0.478
H -2.928 0.638 0.025

Energy comparison, zero being the most stable, in eV: A 1.954; B 1.630; C 0.000.

A.
14
Properties=species:S:1:pos:R:3 method="wB97M-V/def2-TZVPD" homo_energy_ev=-13.65 charge=+1 orbital_gap_ha=0.35278 e_lumo_ev=-4.049
C -1.426 0.399 0.257
C -1.810 -0.589 -0.894
C 0.372 -0.331 -0.883
N -0.012 0.479 0.051
O -0.508 -1.023 -1.436
S 3.419 0.440 0.770
H -1.972 1.436 0.120
H -1.617 0.234 1.282
H -2.334 -1.462 -0.432
H -2.312 -0.124 -1.670
H 1.512 -0.543 -1.095
H 0.585 0.858 0.748
H 3.851 0.423 2.041
H 2.253 -0.197 1.140

B.
14
Properties=species:S:1:pos:R:3 method="wB97M-V/def2-TZVPD" homo_energy_ev="-12.02 / -12.22" charge=+1 orbital_gap_ha="0.27836 / 0.30742" e_lumo_ev="-4.449 / -3.858"
C 1.757 -1.351 0.839
C -0.100 0.210 0.245
C -0.662 0.302 -2.296
N -0.725 0.569 1.562
O 0.973 -0.566 0.198
S -0.406 1.497 -0.900
H 1.795 -1.133 1.906
H 2.350 -2.162 0.292
H 0.343 -0.022 -2.428
H -1.205 0.971 -3.019
H -1.282 -0.463 -2.004
H -1.385 1.350 1.487
H -0.030 0.838 2.260
H -1.422 -0.041 1.860

Energy comparison, zero being the most stable, in eV: A 0.000; B 3.734.

A.
14
Properties=species:S:1:pos:R:3 method="wB97M-V/def2-TZVPD" homo_energy_ev=-13.60 smiles=CS[C@]1([NH3+])CO1 charge=+1 orbital_gap_ha=0.36272 e_lumo_ev=-3.729
C -1.085 1.099 -1.768
S 0.433 0.131 -1.468
C 0.312 -0.296 0.306
N 1.384 0.279 1.138
C -0.230 -1.616 0.797
O -0.875 -0.263 0.877
H -0.887 1.539 -2.717
H -1.155 1.808 -0.888
H -1.891 0.357 -1.717
H 1.119 0.092 2.120
H 1.424 1.264 0.749
H 2.255 -0.188 0.902
H -0.744 -2.239 -0.034
H -0.061 -1.967 1.705

B.
14
Properties=species:S:1:pos:R:3 method="wB97M-V/def2-TZVPD" homo_energy_ev=-12.22 smiles="[NH2+]=CCCOS" charge=+1 orbital_gap_ha=0.25263 e_lumo_ev=-5.342
N 2.518 0.469 -0.149
C 1.482 -0.322 -0.266
C 0.172 0.242 -0.066
C -1.063 -0.728 0.096
O -2.032 0.148 -0.347
S -3.625 -0.070 -0.238
H 2.529 1.452 0.136
H 3.537 0.305 -0.382
H 1.844 -1.292 -0.505
H 0.260 0.609 0.908
H 0.325 1.172 -0.840
H -0.926 -1.507 -0.689
H -1.142 -0.866 1.193
H -3.879 0.388 1.149

C.
14
Properties=species:S:1:pos:R:3 method="wB97M-V/def2-TZVPD" homo_energy_ev=-13.64 charge=+1 orbital_gap_ha=0.33567 e_lumo_ev=-4.509
C 2.380 -0.945 0.514
C -2.833 0.988 -2.535
C 0.658 -0.122 1.941
N 1.230 -0.439 0.671
O -0.844 0.340 -1.061
S -2.331 0.416 -1.106
H 3.002 -1.176 1.371
H 2.769 -1.150 -0.473
H -2.198 1.274 -3.352
H -3.897 1.093 -2.648
H 0.555 0.962 2.035
H -0.344 -0.548 2.008
H 1.272 -0.491 2.761
H 0.579 -0.203 -0.126

D.
14
Properties=species:S:1:pos:R:3 method="wB97M-V/def2-TZVPD" homo_energy_ev=-13.73 smiles="[NH3+][C@H](C=O)CS" charge=+1 orbital_gap_ha=0.36076 e_lumo_ev=-3.914
N -1.326 0.403 -0.673
C -0.128 -0.443 -0.456
C -0.412 -1.124 0.922
O -1.532 -1.144 1.405
C 1.120 0.477 -0.468
S 1.321 0.847 1.393
H -1.369 1.364 -0.222
H -1.380 0.731 -1.618
H -2.123 -0.140 -0.173
H 0.105 -1.101 -1.244
H 0.319 -1.805 1.233
H 2.065 0.011 -0.671
H 0.774 1.561 -0.989
H 2.566 0.363 1.562

Energy comparison, zero being the most stable, in eV: A 0.797; B 1.822; C 0.000; D 0.503.